1.
Density functional theory data (the ωB97M-V functional and the def2-TZVPD basis) for a molecular structure, C10H13N2O5PbS.

```
32
Properties=species:S:1:pos:R:3:nbo_charge:R:1
O -0.004 2.259 -5.260 -0.475
C -0.015 2.159 -4.105 0.494
Pb 0.022 0.645 -0.402 0.759
C -0.142 0.679 2.198 0.529
O -0.239 0.880 3.328 -0.473
C 0.017 -2.242 0.030 0.475
O 0.003 -3.376 -0.038 -0.476
C 2.355 0.196 -0.366 0.524
O 3.453 -0.096 -0.446 -0.381
C -2.442 0.009 -0.289 0.537
O -3.526 -0.211 -0.578 -0.392
H 0.050 -0.311 -1.945 -0.301
C 3.626 -0.485 3.666 -0.403
N 2.389 -0.958 4.315 -0.415
C 2.408 -1.021 5.773 -0.416
C 1.466 -1.578 3.541 0.382
S 1.809 -1.689 1.859 -0.319
N 0.272 -2.007 4.065 -0.438
C -0.363 -1.473 5.281 -0.423
C -0.680 -2.760 3.246 -0.409
H 4.313 -0.204 4.467 0.212
H 3.429 0.375 3.013 0.208
H 4.085 -1.268 3.043 0.233
H 1.648 -0.340 6.201 0.215
H 2.250 -2.053 6.146 0.215
H 3.408 -0.668 6.076 0.228
H -0.416 -0.370 5.329 0.217
H -1.401 -1.849 5.264 0.227
H 0.122 -1.884 6.180 0.220
H -1.522 -2.139 2.895 0.188
H -0.209 -3.226 2.386 0.237
H -1.098 -3.543 3.894 0.220
```

- Lowest unoccupied orbital energy: -4.16 eV
- Net charge: +1

***

2.
Density functional theory data (the ωB97M-V functional and the def2-TZVPD basis) for C3H5FO3 in the gas phase.

```
12
Properties=species:S:1:pos:R:3:nbo_charge:R:1
C -0.272 0.389 -0.138 -0.058
C 1.086 0.392 0.519 0.460
C -0.364 -0.794 -1.190 -0.631
O -1.340 0.336 0.785 -0.249
O 0.124 -0.175 2.280 -0.326
O -0.854 0.661 1.999 0.000
F 1.936 -0.531 0.241 -0.277
H -0.478 1.261 -0.843 0.210
H 1.593 1.392 0.880 0.195
H -0.193 -1.846 -0.945 0.235
H 0.197 -0.475 -2.135 0.215
H -1.436 -0.608 -1.452 0.226
```

- Relative energy (zero: lowest compared OMol25 entry of this formula, charge and spin): 783.04 kJ/mol
- Lowest unoccupied orbital energy (alpha / beta): -0.15 / -0.15 eV

***

3.
Density functional theory data (the ωB97M-V functional and the def2-TZVPD basis) for 2 unconnected molecules or ions with the total composition C5H15NP.

```
22
Properties=species:S:1:pos:R:3:nbo_charge:R:1
C 0.930 -1.116 -1.852 -0.630
C 0.479 2.351 -0.898 -0.423
C -2.563 -0.092 1.782 -0.427
C 0.950 -1.045 1.564 -0.919
C -0.487 -0.886 -1.098 -0.719
N 0.876 1.392 0.144 -0.930
P -0.130 0.092 0.465 1.368
H 1.252 -1.929 -1.051 0.208
H 0.907 -1.529 -2.882 0.259
H 1.721 -0.339 -1.766 0.230
H -0.409 2.022 -1.475 0.215
H 0.300 3.309 -0.408 0.224
H 1.468 2.298 -1.493 0.226
H -2.690 0.968 1.719 0.201
H -2.236 -0.243 2.781 0.210
H -3.197 -0.688 1.220 0.207
H 0.567 -1.992 1.118 0.243
H 0.758 -0.934 2.633 0.266
H 1.983 -1.122 1.331 0.257
H -0.998 -1.825 -0.751 0.264
H -1.215 -0.275 -1.642 0.245
H 1.734 1.583 0.559 0.427
```

- Relative energy (zero: lowest compared OMol25 entry of this formula, charge and spin): 267.62 kJ/mol
- Lowest unoccupied orbital energy (alpha / beta): -5.40 / -5.08 eV
- Net charge: +1

***

4.
Density functional theory data (the ωB97M-V functional and the def2-TZVPD basis) for a molecular structure, C15H39N5O7.

```
66
Properties=species:S:1:pos:R:3:nbo_charge:R:1
C -26.855 2.963 18.633 -0.114
C -27.979 2.276 17.806 -0.082
O -27.402 1.476 16.857 -0.736
O -26.047 1.998 19.275 -0.712
H -27.284 3.647 19.365 0.166
H -26.235 3.655 18.063 0.194
H -28.473 3.139 17.359 0.196
H -28.665 1.644 18.370 0.157
H -27.187 0.682 17.352 0.483
H -25.515 1.640 18.561 0.500
C -28.134 1.178 20.829 -0.125
C -27.612 -0.128 20.151 -0.140
O -27.195 0.136 18.818 -0.793
O -29.383 1.569 20.168 -0.749
H -27.439 2.017 20.797 0.188
H -28.278 1.090 21.906 0.198
H -28.403 -0.876 20.203 0.202
H -26.788 -0.330 20.835 0.208
H -26.567 0.856 18.903 0.461
H -29.360 1.036 19.370 0.469
C -28.882 -2.125 21.483 0.746
O -28.323 -2.036 22.593 -0.694
N -29.861 -1.281 21.230 -0.826
N -28.665 -3.018 20.566 -0.828
H -30.179 -0.636 21.939 0.424
H -30.363 -1.340 20.356 0.381
H -27.955 -3.640 20.926 0.424
H -28.911 -2.848 19.601 0.406
C -30.197 4.164 18.317 0.738
O -30.993 3.856 17.468 -0.684
N -30.031 3.498 19.460 -0.817
N -29.314 5.061 18.159 -0.819
H -29.375 3.900 20.115 0.360
H -30.523 2.642 19.670 0.436
H -29.119 5.484 17.263 0.418
H -28.672 5.030 18.938 0.366
C -24.557 -1.115 24.975 -0.628
C -25.111 -0.244 23.831 0.146
C -26.016 0.888 24.384 -0.409
C -26.344 1.973 23.330 -0.401
C -25.067 2.440 22.586 -0.407
C -24.231 1.328 21.917 0.162
N -24.005 0.315 22.954 -0.235
O -23.056 -0.543 22.454 -0.572
C -24.914 0.907 20.561 -0.669
C -22.830 1.927 21.362 -0.619
C -26.119 -1.057 22.901 -0.621
H -23.732 -0.665 25.528 0.212
H -25.290 -1.328 25.753 0.220
H -24.253 -2.084 24.580 0.218
H -26.967 0.460 24.700 0.216
H -25.462 1.390 25.178 0.199
H -27.006 1.454 22.637 0.190
H -26.771 2.850 23.818 0.213
H -24.351 2.946 23.233 0.210
H -25.372 3.080 21.758 0.191
H -26.001 0.901 20.632 0.214
H -24.559 -0.044 20.164 0.213
H -24.694 1.609 19.756 0.219
H -22.748 3.009 21.263 0.209
H -22.488 1.404 20.469 0.212
H -22.063 1.827 22.129 0.206
H -26.434 -0.501 22.019 0.181
H -25.643 -1.990 22.600 0.207
H -26.901 -1.426 23.564 0.251
H -22.384 -0.392 23.124 0.470
```

- Lowest unoccupied orbital energy: 0.28 eV

***

5.
Density functional theory data (the ωB97M-V functional and the def2-TZVPD basis) for a molecular structure, ClZr.

```
2
Properties=species:S:1:pos:R:3:nbo_charge:R:1
Zr -1.002 1.031 1.023 2.588
Cl 1.002 -1.031 -1.023 0.412
```

- Relative energy (zero: lowest compared OMol25 entry of this formula, charge and spin): 578.20 kJ/mol
- Lowest unoccupied orbital energy: -21.95 eV
- Net charge: +3

***

6.
Density functional theory data (the ωB97M-V functional and the def2-TZVPD basis) for 2 unconnected molecules or ions with the total composition C5H8N3O2.

```
18
Properties=species:S:1:pos:R:3:nbo_charge:R:1
C 0.140 -0.670 -2.394 0.174
C -0.026 -0.348 0.786 0.919
C 0.793 -1.859 -1.853 -0.503
C 1.464 -1.687 -0.566 -0.229
C -1.794 2.644 3.182 -0.173
N -0.120 0.412 -1.806 -0.678
N 0.669 -1.327 0.600 -0.503
N -0.721 2.529 2.605 0.428
O -0.593 0.562 1.214 -0.608
O 0.347 2.921 2.456 0.059
H -0.299 -0.861 -3.338 0.153
H -0.015 -2.690 -1.923 0.255
H 1.384 -2.345 -2.679 0.265
H 1.868 -2.622 -0.357 0.222
H 2.353 -0.984 -0.666 0.218
H -2.653 2.000 2.976 0.310
H -1.960 3.384 4.007 0.334
H -0.836 0.942 -2.242 0.357
```

- Relative energy (zero: lowest compared OMol25 entry of this formula, charge and spin): 605.01 kJ/mol
- Lowest unoccupied orbital energy: -8.26 eV
- Net charge: +1

***

7.
Density functional theory data (the ωB97M-V functional and the def2-TZVPD basis) for 3 unconnected molecules or ions with the total composition C18H37NO7S2.

```
65
Properties=species:S:1:pos:R:3:nbo_charge:R:1
C 3.333 -0.862 3.618 -0.638
C 3.269 -1.781 2.222 -0.433
C 2.613 -3.218 2.625 -0.040
C 3.774 -4.111 3.409 -0.638
N 2.023 -4.051 1.567 -0.506
C 1.762 -3.471 0.238 -0.234
C 0.506 -2.470 0.031 -0.462
C -0.211 -1.839 1.341 -0.478
C -1.472 -2.757 1.947 -0.074
O -2.104 -1.916 3.002 -0.575
C -1.337 -1.956 4.256 -0.284
C 1.188 -5.212 1.986 0.901
O 0.848 -6.249 1.171 -0.650
O 0.698 -5.365 3.397 -0.742
H 2.672 -1.295 4.481 0.213
H 2.876 0.210 3.362 0.219
H 4.427 -0.674 3.991 0.219
H 4.401 -1.943 1.903 0.220
H 2.655 -1.134 1.461 0.238
H 1.771 -2.987 3.440 0.204
H 3.540 -4.025 4.565 0.220
H 3.772 -5.239 3.053 0.233
H 4.846 -3.666 3.206 0.210
H 2.718 -2.933 -0.238 0.220
H 1.573 -4.388 -0.508 0.248
H -0.331 -3.000 -0.632 0.213
H 0.878 -1.554 -0.639 0.255
H -0.758 -0.842 0.969 0.256
H 0.496 -1.483 2.207 0.210
H -1.116 -3.733 2.481 0.184
H -2.204 -2.969 1.056 0.192
H -2.003 -2.252 5.191 0.190
H -0.417 -2.679 4.256 0.187
H -0.901 -0.874 4.507 0.183
H 0.073 -6.144 3.465 0.516
C -2.889 0.875 -3.314 -0.411
C -3.689 0.245 -2.175 -0.400
C -2.721 -0.599 -1.347 -0.691
S -1.112 0.153 -1.539 2.169
O -0.253 -0.772 -2.247 -0.945
O -0.723 0.771 -0.287 -0.946
C -1.625 1.428 -2.673 -0.665
H -3.457 1.658 -3.824 0.236
H -2.630 0.107 -4.053 0.212
H -4.117 1.036 -1.549 0.209
H -4.519 -0.361 -2.551 0.224
H -2.996 -0.605 -0.289 0.258
H -2.663 -1.625 -1.722 0.248
H -0.830 1.629 -3.394 0.281
H -1.841 2.328 -2.090 0.239
C 0.025 6.836 -2.319 -0.407
C -0.028 7.266 -3.784 -0.402
C -0.265 6.010 -4.622 -0.683
S -1.155 4.870 -3.573 2.167
O -0.309 3.723 -3.318 -0.949
O -2.515 4.739 -4.056 -0.941
C -1.159 5.902 -2.120 -0.678
H -0.022 7.694 -1.642 0.229
H 0.962 6.301 -2.124 0.218
H -0.858 7.968 -3.929 0.210
H 0.890 7.776 -4.090 0.229
H -0.862 6.227 -5.511 0.257
H 0.678 5.538 -4.912 0.251
H -1.074 5.285 -1.223 0.261
H -2.101 6.458 -2.107 0.243
```

- Relative energy (zero: lowest compared OMol25 entry of this formula, charge and spin): 237.58 kJ/mol
- Lowest unoccupied orbital energy: 0.44 eV
- Structure (SMILES): CC[C@H](C)N(CCCCOC)C(=O)O.O=S1(=O)CCCC1.O=S1(=O)CCCC1

***

Number 1: energy -1465.210987 Eh. Number 2: energy -442.601814 Eh. Number 3: energy -595.241192 Eh. Number 4: energy -1394.980951 Eh. Number 5: energy -505.374711 Eh. Number 6: energy -509.601101 Eh. Number 7: energy -2085.617635 Eh.